{
  "formula": "C22H22B2F4N7O4PtS3",
  "method": "ωB97M-V/def2-TZVPD",
  "e_homo_ev": [-10.469, -11.545],
  "gap_ev": [6.965, 4.727],
  "charge": 1,
  "multiplicity": 5,
  "de_lowest_kj_mol": 105.5,
  "fmax_ha_per_bohr": 0.0116,
  "elements": ["Pt", "C", "C", "N", "O", "B", "F", "F", "O", "N", "C", "C", "C", "N", "O", "B", "F", "F", "O", "N", "C", "C", "C", "H", "H", "H", "H", "H", "H", "H", "H", "H", "H", "H", "H", "N", "C", "C", "C", "C", "C", "C", "H", "H", "H", "H", "H", "S", "C", "S", "C", "N", "N", "C", "C", "C", "C", "C", "C", "S", "H", "H", "H", "H", "H"],
  "xyz": [[-0.96, 1.11, -0.55], [-1.34, -3.15, -0.04], [-1.12, -1.76, -0.51], [-1.03, -0.74, 0.26], [-1.01, -0.86, 1.60], [-1.88, 0.14, 2.33], [-1.78, -0.18, 3.64], [-3.12, 0.16, 1.75], [-1.36, 1.62, 2.26], [-1.31, 2.16, 1.07], [-1.60, 3.52, 0.87], [-1.93, 4.38, 2.05], [-1.58, 3.91, -0.43], [-1.24, 2.87, -1.35], [-1.61, 2.97, -2.60], [-2.25, 1.62, -3.24], [-2.65, 2.01, -4.45], [-3.20, 1.25, -2.31], [-1.25, 0.52, -3.41], [-0.80, 0.01, -2.23], [-0.97, -1.44, -1.98], [-1.78, -2.21, -2.98], [-1.93, 5.24, -0.99], [-1.36, -3.20, 1.04], [-0.56, -3.81, -0.43], [-2.29, -3.51, -0.44], [-1.74, 3.84, 2.97], [-2.98, 4.67, 2.03], [-1.32, 5.29, 2.05], [-1.62, -1.81, -3.98], [-2.84, -2.14, -2.74], [-1.49, -3.26, -2.97], [-2.04, 5.97, -0.19], [-2.87, 5.17, -1.54], [-1.16, 5.58, -1.69], [0.33, -0.88, -2.30], [0.99, -1.09, -3.54], [1.44, -0.01, -4.29], [2.16, -0.25, -5.44], [2.44, -1.55, -5.84], [2.00, -2.62, -5.08], [1.26, -2.40, -3.92], [1.21, 1.01, -3.98], [2.51, 0.58, -6.04], [3.01, -1.73, -6.74], [2.22, -3.64, -5.38], [0.91, -3.23, -3.33], [2.48, -3.66, 2.21], [2.36, -2.04, 1.84], [2.22, -1.41, 0.24], [1.89, 0.14, 0.88], [1.95, 0.18, 2.21], [2.20, -1.02, 2.72], [2.24, -1.14, 4.14], [3.28, -1.84, 4.75], [3.28, -1.94, 6.13], [2.27, -1.36, 6.87], [1.25, -0.65, 6.25], [1.22, -0.53, 4.87], [1.50, 1.54, -0.03], [4.08, -2.25, 4.15], [4.09, -2.47, 6.62], [2.28, -1.44, 7.95], [0.46, -0.20, 6.83], [0.43, -0.01, 4.36]],
  "nbo_charge": [1.07, -0.69, 0.32, -0.15, -0.55, 1.26, -0.51, -0.52, -0.43, -0.05, 0.13, -0.67, 0.16, -0.08, -0.39, 1.27, -0.49, -0.53, -0.54, -0.01, 0.22, -0.67, -0.66, 0.27, 0.24, 0.26, 0.26, 0.25, 0.24, 0.27, 0.25, 0.24, 0.24, 0.26, 0.25, -0.28, 0.18, -0.24, -0.17, -0.21, -0.19, -0.27, 0.23, 0.23, 0.23, 0.23, 0.21, 0.28, -0.25, 0.61, -0.17, -0.21, -0.13, 0.17, -0.21, -0.20, -0.16, -0.18, -0.21, -0.02, 0.23, 0.23, 0.23, 0.24, 0.26]
}

{
  "formula": "C3H12N3S",
  "method": "ωB97M-V/def2-TZVPD",
  "e_homo_ev": [-11.053, -11.054],
  "gap_ev": [7.320, 7.321],
  "charge": 1,
  "de_lowest_kj_mol": 500.2,
  "fmax_ha_per_bohr": 0.0835,
  "elements": ["C", "C", "C", "N", "N", "N", "S", "H", "H", "H", "H", "H", "H", "H", "H", "H", "H", "H", "H"],
  "xyz": [[-1.68, 0.09, 0.89], [0.90, 0.97, 0.55], [1.18, -0.45, 0.39], [-2.20, -0.92, -0.06], [0.93, 1.91, -0.38], [0.58, -1.23, -0.68], [3.13, -0.23, 0.11], [-2.14, 1.00, 0.48], [-1.86, -0.12, 1.94], [0.93, 1.46, 1.51], [1.12, -1.06, 1.27], [-1.63, -1.04, -0.90], [-2.31, -1.93, 0.37], [0.59, 2.81, -0.18], [1.12, 1.70, -1.42], [0.44, -0.81, -1.63], [1.17, -1.99, -0.84], [-3.14, -0.69, -0.40], [2.83, 0.53, -1.02]],
  "nbo_charge": [-0.61, 0.22, -0.15, -0.69, -0.72, -0.85, -0.05, 0.17, 0.21, 0.24, 0.26, 0.43, 0.44, 0.42, 0.41, 0.37, 0.39, 0.41, 0.10]
}

Repeat the second record exactly.
{
  "formula": "C3H12N3S",
  "method": "ωB97M-V/def2-TZVPD",
  "e_homo_ev": [-11.053, -11.054],
  "gap_ev": [7.320, 7.321],
  "charge": 1,
  "de_lowest_kj_mol": 500.2,
  "fmax_ha_per_bohr": 0.0835,
  "elements": ["C", "C", "C", "N", "N", "N", "S", "H", "H", "H", "H", "H", "H", "H", "H", "H", "H", "H", "H"],
  "xyz": [[-1.68, 0.09, 0.89], [0.90, 0.97, 0.55], [1.18, -0.45, 0.39], [-2.20, -0.92, -0.06], [0.93, 1.91, -0.38], [0.58, -1.23, -0.68], [3.13, -0.23, 0.11], [-2.14, 1.00, 0.48], [-1.86, -0.12, 1.94], [0.93, 1.46, 1.51], [1.12, -1.06, 1.27], [-1.63, -1.04, -0.90], [-2.31, -1.93, 0.37], [0.59, 2.81, -0.18], [1.12, 1.70, -1.42], [0.44, -0.81, -1.63], [1.17, -1.99, -0.84], [-3.14, -0.69, -0.40], [2.83, 0.53, -1.02]],
  "nbo_charge": [-0.61, 0.22, -0.15, -0.69, -0.72, -0.85, -0.05, 0.17, 0.21, 0.24, 0.26, 0.43, 0.44, 0.42, 0.41, 0.37, 0.39, 0.41, 0.10]
}

Copy entry 2 word for word.
{
  "formula": "C3H12N3S",
  "method": "ωB97M-V/def2-TZVPD",
  "e_homo_ev": [-11.053, -11.054],
  "gap_ev": [7.320, 7.321],
  "charge": 1,
  "de_lowest_kj_mol": 500.2,
  "fmax_ha_per_bohr": 0.0835,
  "elements": ["C", "C", "C", "N", "N", "N", "S", "H", "H", "H", "H", "H", "H", "H", "H", "H", "H", "H", "H"],
  "xyz": [[-1.68, 0.09, 0.89], [0.90, 0.97, 0.55], [1.18, -0.45, 0.39], [-2.20, -0.92, -0.06], [0.93, 1.91, -0.38], [0.58, -1.23, -0.68], [3.13, -0.23, 0.11], [-2.14, 1.00, 0.48], [-1.86, -0.12, 1.94], [0.93, 1.46, 1.51], [1.12, -1.06, 1.27], [-1.63, -1.04, -0.90], [-2.31, -1.93, 0.37], [0.59, 2.81, -0.18], [1.12, 1.70, -1.42], [0.44, -0.81, -1.63], [1.17, -1.99, -0.84], [-3.14, -0.69, -0.40], [2.83, 0.53, -1.02]],
  "nbo_charge": [-0.61, 0.22, -0.15, -0.69, -0.72, -0.85, -0.05, 0.17, 0.21, 0.24, 0.26, 0.43, 0.44, 0.42, 0.41, 0.37, 0.39, 0.41, 0.10]
}